Record 1
Computed, not measured: a cluster of 7 separate species, C50H81O8P in total in a non-equilibrium geometry, with ωB97M-V with the def2-TZVPD basis set.

The geometry in XYZ format:
```
140
Properties=species:S:1:pos:R:3
H -7.195 -3.004 2.604
H 7.240 -0.009 1.741
C -0.503 2.341 -3.789
O -7.036 4.932 5.067
H -3.827 1.674 -3.041
H 8.881 3.949 -2.102
C 5.660 -4.770 3.803
H 5.523 -0.195 2.227
C -8.599 -1.610 3.535
H 10.133 0.129 -2.298
O 6.124 -3.485 4.232
C 11.212 -1.751 -2.137
H 5.573 -1.773 -0.043
C 10.219 -2.659 -2.849
C -5.381 1.129 0.858
C 5.944 -0.767 0.191
H 5.000 -0.480 -2.129
H -10.042 -0.841 1.056
H 6.230 5.024 -1.057
C -8.118 -2.469 2.382
H -6.240 6.054 6.614
H 7.190 -5.388 2.415
C -1.242 -1.358 -0.610
C -1.683 0.084 -4.096
C -5.200 3.234 3.254
H -7.019 -0.907 1.422
H 8.072 -2.738 -2.440
C 9.018 -2.596 -1.918
H 8.544 5.188 -4.181
H -0.679 3.417 -3.894
H 2.821 -1.955 -2.172
H 7.216 3.162 -4.236
H 11.988 -1.351 -2.787
C 6.716 4.041 -3.813
C 0.307 -0.632 -2.714
H 6.740 -6.658 3.560
H 7.218 6.108 -3.460
H 4.863 1.277 -1.988
C 6.894 -5.586 3.449
H -0.202 2.179 -2.747
H -5.128 -5.835 -5.781
H -6.204 1.838 0.875
O 6.101 3.652 -2.581
C -4.962 0.667 -0.373
C 6.360 -0.658 1.698
H -9.792 4.958 5.736
C -8.361 6.473 6.284
H 9.961 -2.236 -3.823
C 10.298 -0.675 -1.571
H 8.960 -5.171 4.084
H -8.546 4.296 3.802
C -4.733 0.680 2.016
H 0.244 1.968 -4.495
C -1.063 -0.495 -2.836
H -8.881 -3.206 2.116
C -1.859 -0.873 -1.752
C 7.717 5.135 -3.474
H -2.275 1.967 -5.010
H -3.389 0.330 4.655
H 9.093 -3.346 -1.123
H -5.176 -2.908 -3.222
C -7.166 5.536 6.360
H 7.790 -3.060 5.382
P -5.343 1.422 3.615
C -6.727 -3.648 -4.574
C -1.853 1.629 -4.054
H 0.570 -1.870 0.427
O -6.615 -4.418 -5.777
C 0.898 -1.118 -1.564
H 4.979 -4.648 2.960
H -5.379 -4.663 -3.234
C 8.135 4.747 -2.063
H 2.452 0.975 -1.278
H 6.584 -1.659 2.073
H 5.949 4.373 -4.514
H -5.529 3.842 4.107
C 4.842 0.300 -0.058
C -3.300 -0.711 0.713
H -2.597 -0.426 -4.403
H -7.561 -4.023 -3.978
C -8.210 5.210 4.294
H -4.737 0.504 5.761
H -5.450 1.012 -1.280
H 2.679 -1.388 -0.442
H -0.944 -0.087 -4.896
C -3.714 -0.244 1.952
H -5.819 3.509 2.395
H 3.979 -0.012 0.546
C -4.426 -3.924 -5.020
H -4.163 3.527 3.027
H 5.109 -5.226 4.633
H 8.550 5.572 -1.484
H 7.809 -5.453 5.395
C -3.917 -0.231 -0.418
C -2.170 -1.700 0.538
C 6.832 4.216 -1.487
H 8.023 -2.984 3.625
O 9.037 -1.300 -1.308
H 10.584 -3.673 -3.004
H 10.685 -0.236 -0.651
C -5.243 -4.766 -5.989
C -3.371 -0.752 -1.732
H -9.961 6.430 4.773
C 0.116 -1.494 -0.486
H 6.988 3.454 -0.722
O -2.038 -2.694 1.228
C -2.823 2.102 -2.952
H 2.820 0.386 -2.912
H -7.331 4.739 7.092
H 5.210 1.265 0.309
H -4.979 -4.585 -7.032
H -9.214 -2.170 4.241
H 11.696 -2.296 -1.323
H 6.795 -0.540 -0.475
C -4.164 1.029 4.994
H -8.050 7.449 5.902
C 4.507 0.326 -1.570
C 2.995 0.207 -1.845
C 7.541 -3.541 4.436
C -9.242 5.772 5.259
H -4.209 -2.948 -5.460
H -3.480 -4.391 -4.745
C -5.393 -3.763 -3.856
H -2.435 1.726 -1.992
H 0.938 -0.315 -3.539
H -7.748 -1.179 4.074
C 7.930 -5.011 4.403
H -8.843 6.624 7.249
H -8.930 0.529 1.254
H -2.842 3.195 -2.884
H -6.939 -2.610 -4.854
O -9.353 -0.535 2.974
H -7.945 5.942 3.524
C -7.963 -1.438 1.287
H -3.194 -0.616 2.830
H -7.983 -1.854 0.279
O -4.090 -1.063 -2.665
H -3.656 1.906 5.404
C 2.425 -1.197 -1.491
C -9.131 -0.500 1.561
```

Its SMILES is CCCCCCc1cc(CC(C)C)c2c(c1)C(=O)c1cc(P(C)C)ccc1C2=O.C1CCOC1.C1CCOC1.C1CCOC1.C1CCOC1.C1CCOC1.C1CCOC1. Its largest force on an atom is 1.9 eV/A. For the total energy, the calculation gives -2896.96086 Eh.

These are the Mulliken partial charges, in e, on atoms 1 to 8: atom 1 (H): 0.343, atom 2 (H): 0.353, atom 3 (C): -1.525, atom 4 (O): -0.324, atom 5 (H): 0.185, atom 6 (H): 0.222, atom 7 (C): -0.390, atom 8 (H): 0.415


Record 2
Computed, not measured: a structure of composition C19H14CoN2O4, with ωB97M-V with the def2-TZVPD basis set.

The geometry in XYZ format:
```
40
Properties=species:S:1:pos:R:3
C 2.478 1.261 -1.208
C 3.463 -1.298 -1.872
H -4.549 -0.477 3.179
H 5.347 -0.308 -2.168
N -1.474 -0.412 0.966
H -0.433 4.563 0.445
C 0.093 -0.578 2.582
C -2.507 -0.116 -1.109
C 2.152 -1.124 -1.459
C 3.816 1.059 -1.574
O -3.455 -0.018 -1.843
N 0.000 2.013 0.377
H 1.493 -1.987 -1.405
Co 0.069 -0.047 -0.120
C 2.274 5.030 -1.504
C 1.162 5.356 -0.743
H 4.499 1.897 -1.588
H 0.195 1.972 1.375
H 0.844 6.384 -0.631
H -2.313 -0.689 4.213
O -1.237 -0.067 -1.478
H 1.508 -0.724 3.791
O 0.540 -0.740 3.834
C -1.283 -0.543 2.308
C -2.664 -0.303 0.399
H 2.834 5.803 -2.015
C 1.979 2.657 -1.003
C 4.305 -0.195 -1.897
C 0.842 3.006 -0.267
H -4.778 -0.239 0.675
C 0.453 4.336 -0.139
C 1.673 0.132 -1.104
H -0.971 2.294 0.276
C -3.663 -0.464 2.558
C -3.812 -0.323 1.150
O 0.952 -0.454 1.625
H 3.828 -2.279 -2.148
C -2.430 -0.579 3.144
H 3.500 3.481 -2.269
C 2.659 3.709 -1.630
```

The multiplicity is 4. As for the expectation value of S²: 3.86. Its largest force on an atom is 0.8 eV/A. The energy above the lowest of the compared OMol25 structures with the same formula, charge and spin is 0.00 kcal/mol. For the total energy, the calculation gives -2525.67635 Eh.

These are the natural (NBO) partial charges, in e, on atoms 1 to 8: atom 1 (C): -0.010, atom 2 (C): -0.199, atom 3 (H): 0.220, atom 4 (H): 0.215, atom 5 (N): -0.547, atom 6 (H): 0.209, atom 7 (C): 0.653, atom 8 (C): 0.748


Record 3
Computed, not measured: the ion C7H13IN with charge +1 in a non-equilibrium geometry, with ωB97M-V with the def2-TZVPD basis set.

The geometry in XYZ format:
```
22
Properties=species:S:1:pos:R:3
C -0.216 2.287 -1.857
H 1.011 -2.085 0.437
H 0.302 3.232 -1.473
N -0.088 1.063 -0.941
C -0.061 -0.250 -1.602
C -0.756 -1.357 -0.842
H -0.714 0.024 -2.587
H 2.126 -0.579 1.892
C -0.092 -0.545 1.557
C -0.074 -1.624 0.546
H 0.109 2.017 1.102
H -1.189 2.531 -2.024
H -0.743 -2.230 -1.416
H 1.015 -0.468 -1.934
H -0.670 -2.489 1.066
C 0.102 1.182 0.297
H -1.736 -1.128 -0.645
C 1.164 -0.538 2.467
I -1.903 -0.018 2.554
H 1.140 0.394 3.006
H 0.254 2.010 -2.783
H 1.021 -1.429 3.179
```

Its largest force on an atom is 5.4 eV/A. The energy above the lowest of the compared OMol25 structures with the same formula, charge and spin is 74.29 kcal/mol. As for the charge: +1. For the total energy, the calculation gives -626.60278 Eh.

These are the natural (NBO) partial charges, in e, on atoms 1 to 8: atom 1 (C): -0.411, atom 2 (H): 0.245, atom 3 (H): 0.246, atom 4 (N): -0.327, atom 5 (C): -0.222, atom 6 (C): -0.413, atom 7 (H): 0.235, atom 8 (H): 0.240


Record 4
Computed, not measured: an isolated molecule of C24H33N3O4S, with ωB97M-V with the def2-TZVPD basis set.

The geometry in XYZ format:
```
65
Properties=species:S:1:pos:R:3
C -9.289 0.490 1.854
H 6.347 -2.235 0.247
H -3.646 1.669 -1.307
H -3.767 -1.363 -1.597
H 0.345 1.928 1.230
N 1.888 -1.571 1.416
H -9.547 -0.495 2.236
O 7.685 2.139 0.291
C 1.613 0.592 2.352
H -1.285 -1.386 -0.850
H 9.523 1.203 0.062
H 1.858 1.297 3.130
H 2.791 -1.039 3.153
H 8.949 1.365 1.745
H -1.904 0.759 -2.771
N 3.875 -1.766 -0.689
C 3.634 -2.915 -0.018
C 6.136 -1.195 0.063
H -5.642 1.607 -0.001
N -1.227 -0.487 -1.301
C -7.809 0.557 1.498
H -4.210 -0.225 -2.871
H -6.012 0.851 -1.550
H -9.535 1.229 2.613
H 1.973 -4.151 0.508
O 3.320 0.785 -1.059
O 4.399 -3.459 0.744
C -7.442 -0.470 0.429
H 1.882 2.108 -1.508
H -5.384 -0.640 1.037
H -5.760 -1.394 -0.513
H 8.064 -0.547 0.689
C -3.955 0.688 -0.938
C -3.586 -0.360 -1.986
C 8.978 1.844 0.761
H -7.212 0.372 2.395
C 2.301 -3.581 -0.361
H -9.901 0.685 0.975
H -7.574 1.562 1.144
H 5.375 2.527 -0.541
C -5.450 0.730 -0.621
H 3.122 -1.370 -1.240
H 3.511 2.591 -2.061
O -0.292 1.572 -1.297
S 0.973 -2.452 -0.865
C 4.589 0.523 -0.625
C 1.102 -1.235 0.411
H 9.487 2.803 0.843
C 0.775 0.940 1.305
C -0.375 0.447 -0.836
H -7.999 -0.253 -0.485
H 3.075 2.711 -0.332
C -5.947 -0.517 0.109
H -1.904 -0.969 -3.204
C 2.135 -0.691 2.367
C 5.557 1.477 -0.383
C 2.940 2.131 -1.250
H -3.397 0.496 -0.018
C 6.819 1.105 0.089
H 2.434 -4.258 -1.206
H -7.754 -1.457 0.778
C 7.103 -0.233 0.318
C 4.889 -0.837 -0.409
C -2.121 -0.248 -2.408
C 0.479 0.015 0.310
```

Its SMILES is CCCCCCCCNC(=O)c1cccnc1SCC(=O)Nc1ccc(OC)cc1OC. Its largest force on an atom is 0.6 eV/A. The energy above the lowest of the compared OMol25 structures with the same formula, charge and spin is 4.58 kcal/mol. For the total energy, the calculation gives -1797.78067 Eh.

These are the natural (NBO) partial charges, in e, on atoms 1 to 8: atom 1 (C): -0.599, atom 2 (H): 0.247, atom 3 (H): 0.208, atom 4 (H): 0.194, atom 5 (H): 0.236, atom 6 (N): -0.469, atom 7 (H): 0.200, atom 8 (O): -0.496